Here is C31H27AlN3O2Te as an isolated structure from the Open Molecules 2025 dataset. Energies are from ωB97M-V/def2-TZVPD.

Last column: Löwdin charge in e.
Positions of all 65 atoms, in Å:
Te -1.332 3.134 0.237  1.44
Al -0.870 0.841 -0.942  0.33
O 2.296 -0.082 -3.160  0.09
O -4.426 -0.619 -2.085  0.12
N -1.220 0.574 -2.882  0.12
N -2.656 0.073 -0.867  0.08
N 0.963 0.244 -1.359  0.10
C 1.851 3.700 3.421  -0.01
C -2.690 -0.251 -4.553  0.10
C -4.737 -1.075 -0.672  0.03
C -1.574 -0.547 -5.351  0.06
C -0.286 -0.470 -4.853  0.10
C 2.169 -1.422 0.023  -0.18
C -0.285 2.986 2.247  -0.30
C -2.986 -1.496 1.162  -0.20
C 1.045 0.011 -2.680  -0.19
C 1.550 4.216 1.007  -0.29
C 1.944 -2.581 -0.711  -0.06
C -3.249 -0.052 -2.056  -0.22
C 2.663 -1.580 1.377  -0.04
C 0.732 4.123 -0.180  -0.25
C -3.612 -0.517 0.206  -0.17
C -0.138 0.049 -3.548  -0.07
C -1.610 -1.536 1.464  -0.05
C -1.035 -2.478 2.307  -0.05
C 2.374 -3.976 1.222  -0.04
C -2.413 0.119 -3.258  -0.13
C -1.844 -3.437 2.912  -0.04
C 3.666 4.697 2.093  -0.03
C 2.877 4.695 0.990  -0.04
C -3.783 -2.406 1.861  -0.01
C -3.213 -3.443 2.648  -0.01
C 2.874 -2.824 1.910  -0.07
C 3.121 4.162 3.301  -0.05
C 1.870 -3.840 -0.079  -0.05
C 2.304 -0.074 -0.745  -0.14
C 3.189 -0.165 -2.096  -0.04
C 1.009 3.757 2.225  -0.24
H 2.494 -4.979 1.700  0.13
H 3.744 -1.162 -2.040  0.17
H 1.837 -2.631 -1.780  0.11
H -0.979 -0.800 0.912  0.06
H 2.953 -0.677 1.960  0.13
H -4.106 0.369 0.776  0.19
H 3.730 4.213 4.206  0.13
H -1.395 -4.123 3.619  0.12
H -1.010 3.385 2.989  0.08
H -0.094 1.941 2.551  0.08
H 3.255 5.196 0.085  0.14
H 3.392 -2.941 2.876  0.13
H 0.348 5.002 -0.688  0.07
H 4.709 5.090 2.001  0.14
H 0.031 -2.498 2.505  0.10
H -3.830 -4.170 3.119  0.11
H 1.201 3.509 -0.914  0.04
H 3.880 0.686 -2.064  0.15
H -4.855 -2.314 1.789  0.12
H -1.697 -0.892 -6.404  0.17
H 2.569 0.701 -0.053  0.14
H -4.791 -2.176 -0.642  0.16
H 1.449 3.242 4.319  0.13
H 0.582 -0.802 -5.346  0.14
H -3.686 -0.342 -5.018  0.17
H -5.670 -0.622 -0.455  0.14
H 1.402 -4.719 -0.538  0.12

## Properties
ΔE to the lowest compared entry with this formula, charge and spin = 21.7 kcal/mol
Kohn-Sham gap = 5.57 eV
Net charge = +3
E = -55014.6403 eV


Here is a single C2H3NO3 molecule from the Open Molecules 2025 dataset. Energies are from ωB97M-V/def2-TZVPD.

Last column: Löwdin charge in e.
Positions of all 9 atoms, in Å:
O 1.908 1.791 0.213  0.13
O 2.212 -1.593 0.190  0.05
O 3.733 -0.028 -0.217  0.08
N 2.598 -0.460 -0.024  -0.32
C 0.092 0.135 -0.145  0.00
C 1.410 0.678 0.032  -0.29
H -0.573 0.675 0.518  0.11
H -0.027 -0.087 -1.203  0.12
H 0.140 -0.979 0.094  0.11

## Properties
ΔE to the lowest compared entry with this formula, charge and spin = 108.9 kcal/mol
Kohn-Sham gap = 10.00 eV
Net charge = 0
E = -9751.3650 eV
SMILES string = CC(=O)[N+](=O)[O-]


Here is a 2-piece molecular cluster, C7H11OP overall from the Open Molecules 2025 dataset. Energies are from ωB97M-V/def2-TZVPD.

Last column: Löwdin charge in e.
Positions of all 20 atoms, in Å:
P -1.012 -0.312 1.004  0.68
O -1.730 -0.553 2.272  -0.41
C 2.303 0.127 -0.605  -0.22
C 3.044 1.355 -0.931  -0.06
C -1.390 2.024 -0.525  -0.08
C -1.846 0.837 -0.239  -0.27
C 3.037 1.017 0.341  -0.06
C -1.115 -1.901 0.101  -0.28
C -1.883 -2.833 0.507  -0.03
H -2.876 0.600 -0.492  0.07
H -2.078 -3.725 -0.018  0.06
H -0.679 -1.789 -0.864  0.05
H 0.366 0.162 1.126  0.04
H -0.524 2.495 -0.059  0.05
H 1.166 0.091 -0.534  0.02
H 3.427 1.287 1.288  0.08
H 3.479 1.970 -1.724  0.10
H -2.358 -2.727 1.404  0.03
H 2.727 -0.897 -0.906  0.10
H -2.060 2.771 -1.144  0.10

## Properties
ΔE to the lowest compared entry with this formula, charge and spin = 90.7 kcal/mol
Kohn-Sham gap = 10.45 eV
Net charge = 0
E = -18768.7290 eV
SMILES string = C=C[PH](=O)C=C.C1=CC1


Here is a 11-piece molecular cluster, C80H96ClN12O8 overall from the Open Molecules 2025 dataset. Energies are from ωB97M-V/def2-TZVPD.

Last column: Löwdin charge in e.
Positions of all 197 atoms, in Å:
Cl 21.106 18.931 19.141  -0.39
O 15.331 22.481 14.867  -0.06
O 27.627 25.536 16.811  -0.09
O 16.685 18.235 16.373  -0.10
O 27.585 25.750 19.067  -0.11
O 15.947 24.553 15.156  -0.09
O 25.452 22.387 21.197  -0.08
O 16.860 16.223 15.572  -0.07
O 24.188 21.769 19.451  -0.10
N 11.974 25.928 10.821  -0.05
N 27.000 25.125 22.818  -0.06
N 14.524 21.715 18.494  -0.06
N 20.660 23.464 21.320  -0.08
N 23.391 17.474 16.011  -0.06
N 17.518 18.521 12.678  -0.07
N 26.221 23.632 13.927  -0.06
N 18.727 11.626 12.118  -0.06
N 18.687 25.377 12.694  -0.07
N 19.305 22.191 16.730  -0.05
N 21.658 27.594 26.661  -0.06
N 24.602 27.002 17.186  -0.04
C 20.480 22.169 21.014  0.07
C 19.015 13.860 11.335  0.06
C 22.771 26.021 16.066  0.01
C 25.667 28.088 17.290  0.05
C 16.112 23.392 19.227  0.05
C 12.628 26.832 11.619  0.04
C 22.036 23.847 21.747  0.04
C 19.230 10.196 12.133  0.07
C 26.294 26.120 22.229  0.05
C 15.122 23.692 14.869  -0.83
C 26.199 21.629 15.227  0.08
C 25.242 22.188 19.966  -0.77
C 24.962 21.250 14.688  -0.12
C 18.049 24.260 12.337  0.02
C 24.350 22.114 13.789  0.04
C 29.680 25.299 17.944  -0.01
C 22.632 27.224 24.529  0.01
C 16.749 24.324 11.811  0.08
C 27.058 24.799 13.391  0.09
C 22.820 27.237 27.281  0.04
C 28.008 24.401 22.132  0.01
C 14.913 23.047 18.558  0.07
C 14.739 25.736 11.298  -0.15
C 18.138 22.686 20.478  -0.13
C 16.671 16.342 12.296  0.07
C 22.930 16.152 16.513  0.05
C 23.507 17.715 14.693  0.02
C 19.724 24.407 21.192  -0.02
C 22.556 25.048 17.035  -0.13
C 23.784 26.992 16.094  0.03
C 14.081 24.795 10.495  0.08
C 16.895 26.712 11.996  0.07
C 21.486 24.027 16.938  -0.15
C 24.453 26.126 18.252  0.08
C 24.846 26.241 24.206  -0.10
C 26.777 24.727 24.094  0.05
C 20.485 28.009 27.588  0.09
C 17.931 15.797 12.432  -0.16
C 17.789 12.086 13.018  0.05
C 21.618 22.661 17.146  0.07
C 15.122 20.759 19.219  0.04
C 16.268 21.092 19.898  0.05
C 17.549 13.428 13.224  0.08
C 18.781 18.003 12.695  0.01
C 13.925 26.696 11.794  0.00
C 23.487 25.071 18.105  0.08
C 16.434 17.715 12.460  0.07
C 18.124 21.237 16.714  0.05
C 25.237 26.727 22.936  0.05
C 28.158 25.583 17.948  -0.75
C 26.350 22.656 19.027  -0.03
C 23.889 18.975 14.234  0.03
C 18.450 24.026 20.868  0.04
C 20.054 25.278 13.224  0.01
C 19.047 16.608 12.556  0.06
C 18.140 26.606 12.521  0.03
C 18.930 17.358 16.166  -0.05
C 19.088 23.516 16.522  0.04
C 24.317 19.933 15.129  -0.13
C 25.707 25.260 24.768  0.05
C 13.670 24.286 14.690  -0.02
C 16.120 25.576 11.621  -0.09
C 21.510 27.546 25.298  0.04
C 23.733 18.411 16.910  -0.01
C 19.308 12.493 11.275  0.01
C 25.030 23.319 13.425  0.01
C 24.141 19.615 16.460  0.03
C 23.790 26.795 25.109  -0.12
C 23.843 26.743 26.516  0.06
C 13.357 21.311 17.692  0.06
C 19.115 21.724 20.723  0.09
C 16.842 22.370 19.869  -0.14
C 18.145 14.362 12.333  -0.12
C 26.804 22.796 14.755  0.01
C 10.504 26.081 10.606  0.07
C 20.218 24.425 16.561  0.01
C 20.528 21.767 17.029  -0.01
C 12.683 24.907 10.282  0.06
C 17.406 17.266 16.019  -0.77
C 17.360 19.997 12.709  0.02
H 22.111 24.914 21.957  0.08
H 12.578 21.159 18.439  0.13
H 27.517 23.508 21.744  0.09
H 29.836 24.473 18.638  0.07
H 15.443 18.139 12.398  0.16
H 12.228 24.258 9.548  0.16
H 26.456 27.788 17.979  0.09
H 10.103 26.199 11.613  0.12
H 26.636 26.393 21.242  0.12
H 23.912 27.673 15.266  0.15
H 25.129 26.248 19.086  0.12
H 14.362 23.778 17.984  0.14
H 20.610 20.735 17.336  0.03
H 20.316 29.042 27.284  0.11
H 16.538 27.691 11.712  0.15
H 28.323 24.953 21.247  0.10
H 17.214 21.759 17.008  0.08
H 17.766 24.861 20.889  0.13
H 19.650 14.499 10.739  0.13
H 18.196 20.444 12.171  0.09
H 17.258 11.338 13.587  0.16
H 27.020 24.767 12.302  0.11
H 28.058 24.697 13.812  0.11
H 22.539 27.407 23.469  0.12
H 15.811 15.747 12.028  0.15
H 23.121 16.969 14.013  0.14
H 14.627 24.024 9.972  0.13
H 26.586 25.718 13.739  0.10
H 27.772 23.068 15.151  0.15
H 20.064 16.293 12.735  0.13
H 22.780 23.561 21.004  0.08
H 18.087 23.803 16.237  0.11
H 19.328 18.261 15.703  0.04
H 16.946 13.834 14.023  0.14
H 12.015 27.552 12.140  0.17
H 20.719 25.351 12.363  0.12
H 24.458 20.332 17.203  0.12
H 24.748 26.476 27.041  0.14
H 24.040 19.228 13.195  0.13
H 23.396 21.817 13.380  0.12
H 20.719 27.883 28.645  0.11
H 26.713 20.938 15.878  0.15
H 22.208 26.029 15.145  0.10
H 19.642 27.413 27.236  0.11
H 22.200 15.805 15.782  0.09
H 16.477 20.351 12.178  0.11
H 13.087 23.919 13.845  0.06
H 27.036 23.326 19.545  0.04
H 20.321 26.097 13.891  0.09
H 25.674 24.808 25.749  0.14
H 19.550 18.741 12.872  0.13
H 10.074 25.239 10.065  0.11
H 23.727 18.037 17.923  0.13
H 21.293 21.488 21.220  0.14
H 13.153 22.171 17.054  0.09
H 16.707 20.357 20.556  0.14
H 24.661 24.026 12.696  0.14
H 20.187 12.235 10.704  0.15
H 20.035 25.433 21.320  0.14
H 22.325 16.239 17.415  0.10
H 18.401 9.681 11.648  0.12
H 22.892 27.323 28.355  0.16
H 25.131 28.991 17.582  0.11
H 20.560 27.905 24.930  0.15
H 18.669 27.513 12.776  0.16
H 20.124 10.143 11.512  0.11
H 14.448 27.386 12.439  0.14
H 23.424 24.272 18.829  0.10
H 26.964 21.791 18.776  0.08
H 26.150 28.270 16.330  0.11
H 18.285 20.496 17.497  0.09
H 25.959 23.259 18.208  0.05
H 23.800 15.516 16.680  0.13
H 19.460 9.803 13.123  0.12
H 30.222 25.221 17.002  0.08
H 16.209 23.405 11.638  0.13
H 10.338 26.886 9.890  0.13
H 27.376 23.931 24.512  0.17
H 19.952 25.444 16.323  0.12
H 24.745 27.485 22.345  0.12
H 28.822 24.043 22.762  0.13
H 18.557 23.326 12.528  0.14
H 20.151 24.393 13.853  0.08
H 17.362 20.224 13.776  0.08
H 16.359 24.442 19.282  0.12
H 22.287 23.282 22.645  0.12
H 19.437 16.439 15.870  0.05
H 18.867 20.683 20.574  0.10
H 30.004 26.248 18.372  0.08
H 17.931 20.670 15.803  0.07
H 14.717 19.762 19.309  0.17
H 13.127 24.282 15.635  0.06
H 13.774 25.362 14.546  0.05
H 22.532 22.202 17.493  0.11
H 13.657 20.531 16.992  0.13
H 19.274 17.408 17.199  0.03

## Properties
Kohn-Sham gap = 4.03 eV
Net charge = +7
E = -131223.4384 eV


Here is a 2-piece molecular cluster, C8H6FO3 overall from the Open Molecules 2025 dataset. Energies are from ωB97M-V/def2-TZVPD.

Last column: Löwdin charge in e.
Positions of all 18 atoms, in Å:
F -2.169 1.495 -0.946  -0.04
O -1.905 1.612 1.219  0.00
O -3.350 -0.736 0.173  0.16
O -1.645 -2.271 -0.016  0.22
C 0.437 0.042 -1.338  -0.12
C -2.420 -1.434 0.052  -0.43
C 1.917 -0.391 1.023  -0.16
C -0.134 0.427 -0.086  -0.25
C 2.532 -0.445 -0.211  -0.20
C 1.796 -0.198 -1.374  -0.16
C 0.660 0.129 1.120  -0.08
C -1.239 1.307 0.077  -0.40
H -2.809 1.326 1.191  0.06
H -0.215 0.289 -2.210  0.10
H 3.550 -0.571 -0.268  0.03
H 2.503 -0.607 1.855  0.06
H 0.024 0.317 2.019  0.10
H 2.467 -0.291 -2.280  0.10

## Properties
ΔE to the lowest compared entry with this formula, charge and spin = 0.5 kcal/mol
Kohn-Sham gap = 4.62 eV
Net charge = -1
E = -17252.5617 eV